Record 1
C15H14NPdS2 as an isolated structure, computed with ωB97M-V with the def2-TZVPD basis set.

Structure (XYZ):
```
33
C15H14NPdS2, DFT ωB97M-V with the def2-TZVPD basis set
Pd 0.76 -0.86 -0.14
C -1.76 -1.74 3.28
C -0.86 -1.62 4.33
C 0.45 -1.27 4.07
C 0.85 -1.04 2.75
N -0.03 -1.18 1.74
C -1.30 -1.51 2.00
C 2.18 -0.58 2.33
C 3.23 -0.37 3.21
C 4.44 0.11 2.75
C 4.60 0.39 1.40
C 3.55 0.17 0.51
C 2.34 -0.32 0.95
H -2.79 -2.00 3.45
H -1.17 -1.80 5.35
H 1.16 -1.16 4.87
H -1.97 -1.59 1.15
H 3.11 -0.57 4.27
H 5.26 0.28 3.44
H 5.54 0.78 1.03
H 3.72 0.41 -0.54
C 1.44 -1.34 -4.65
C 0.96 -1.34 -3.23
S 1.82 -0.54 -2.10
C -0.30 -2.04 -2.89
C -0.96 -2.92 -3.91
S -1.01 -1.82 -1.44
H 2.35 -0.75 -4.75
H 0.67 -0.94 -5.31
H 1.65 -2.36 -4.97
H -0.50 -2.87 -4.89
H -2.02 -2.67 -4.00
H -0.91 -3.96 -3.56
```

The calculation puts the electronic energy at -1558.788608 hartree. The total charge is +1. The value obtained for the relative energy (zero: lowest compared OMol25 entry of this formula, charge and spin) is 0.000 eV. The calculation puts the HOMO-LUMO gap at 0.21048 Eh. The value obtained for the highest occupied orbital energy is -11.61 eV.

***

Record 2
C15H15BrClCoN2O6 as an isolated structure, computed with ωB97M-V with the def2-TZVPD basis set.

Structure (XYZ):
```
41
C15H15BrClCoN2O6, DFT ωB97M-V with the def2-TZVPD basis set
Co -0.62 -0.02 1.86
Br -1.50 3.27 0.44
C -2.34 1.66 -0.04
C -3.42 1.75 -0.90
C -4.09 0.60 -1.27
C -3.68 -0.61 -0.76
C -2.59 -0.63 0.09
N -1.91 0.49 0.44
C -2.12 -1.92 0.72
O -2.60 -2.97 0.36
O -1.14 -1.76 1.55
H -3.71 2.73 -1.27
H -4.94 0.67 -1.94
H -4.16 -1.55 -0.98
O -0.46 1.73 2.75
Cl 0.08 1.18 4.05
O -0.73 1.59 5.13
O 1.44 1.52 4.19
O -0.08 -0.28 3.79
C 1.97 0.00 -3.09
N 0.80 0.44 -2.36
C -0.20 -0.61 -2.26
C 1.07 1.10 -1.09
C 1.72 0.23 -0.02
C 3.09 -0.01 -0.16
C 3.77 -0.91 0.64
C 3.07 -1.61 1.61
C 1.72 -1.36 1.80
C 1.07 -0.40 1.03
H 1.67 -0.29 -4.10
H 2.49 -0.86 -2.63
H 2.69 0.82 -3.17
H -0.34 -1.06 -3.24
H -1.15 -0.17 -1.96
H 0.07 -1.40 -1.55
H 0.13 1.50 -0.73
H 1.72 1.96 -1.29
H 3.63 0.53 -0.93
H 4.83 -1.07 0.50
H 3.56 -2.35 2.22
H 1.19 -1.90 2.56
```

The calculation puts the electronic energy at -5558.226454 hartree. The value obtained for the relative energy (zero: lowest compared OMol25 entry of this formula, charge and spin) is 0.101 eV. The calculation puts the HOMO-LUMO gap at 0.27481 Eh. The value obtained for the highest occupied orbital energy is -8.62 eV.

***

Record 3
C15H15ClN4O5RhS as an isolated structure, computed with ωB97M-V with the def2-TZVPD basis set.

Structure (XYZ):
```
42
C15H15ClN4O5RhS, DFT ωB97M-V with the def2-TZVPD basis set
Rh -0.33 0.60 0.72
O 1.67 1.49 1.35
C 2.33 2.42 0.82
C 3.75 2.48 1.08
C 4.54 3.41 0.47
C 3.95 4.35 -0.40
C 2.58 4.35 -0.64
C 1.74 3.43 -0.04
C 0.30 3.52 -0.24
N -0.60 2.55 -0.20
C -1.82 3.11 -0.49
C -1.66 4.44 -0.70
N -0.32 4.69 -0.55
H 4.15 1.73 1.74
H 5.60 3.43 0.64
H 4.58 5.08 -0.89
H 2.18 5.08 -1.33
H -2.72 2.52 -0.51
H -2.36 5.22 -0.94
H 0.12 5.59 -0.60
O -2.42 -0.80 0.60
Cl -2.51 -0.39 2.01
O -1.16 -0.70 2.58
O -3.52 -1.08 2.70
O -2.66 1.04 2.04
C -1.78 -4.34 1.81
C -1.17 -3.98 0.50
C -1.27 -4.69 -0.66
C -0.66 -4.18 -1.81
N 0.00 -3.02 -1.81
C 0.09 -2.34 -0.68
S 0.96 -0.84 -0.64
N -0.46 -2.83 0.46
C -0.74 -4.91 -3.11
H -2.23 -5.33 1.75
H -2.56 -3.62 2.07
H -1.03 -4.34 2.60
H -1.81 -5.63 -0.68
H -0.40 -2.25 1.30
H -0.64 -5.98 -2.96
H 0.02 -4.54 -3.80
H -1.73 -4.73 -3.55
```

The calculation puts the electronic energy at -2144.258869 hartree. The total charge is +1. The value obtained for the relative energy (zero: lowest compared OMol25 entry of this formula, charge and spin) is 0.000 eV. The spin multiplicity is 5. The calculation puts the HOMO-LUMO gap (spin up / spin down) at 0.31654 / 0.23517 Eh. The value obtained for the highest occupied orbital energy (spin up / spin down) is -11.55 / -12.07 eV.